{"formula": "C30H44BrClIrN2P2", "method": "ωB97M-V/def2-TZVPD", "s_squared": 8.780, "lumo_energy_ev": [-11.65, -14.14], "total_charge": 4, "spin_multiplicity": 6, "e_above_lowest_ev": 2.737, "homo_lumo_gap_ev": [4.24, 3.83], "species": ["N", "C", "C", "C", "C", "C", "C", "Ir", "P", "C", "C", "C", "C", "C", "C", "C", "Br", "H", "H", "H", "H", "H", "H", "H", "H", "H", "H", "P", "C", "C", "H", "H", "H", "H", "H", "C", "C", "H", "H", "H", "H", "H", "C", "C", "H", "H", "H", "H", "H", "C", "C", "H", "H", "H", "H", "H", "C", "C", "H", "H", "H", "H", "H", "C", "C", "H", "H", "H", "H", "H", "Cl", "C", "C", "C", "C", "N", "C", "H", "H", "H", "H"], "positions_angstrom": [[-6.86529, -7.64036, -4.73692], [-6.28162, -8.04598, -3.60988], [-5.32868, -7.26679, -2.94103], [-5.00472, -5.98409, -3.44411], [-5.64925, -5.57353, -4.63525], [-6.56229, -6.44795, -5.24720], [-4.08051, -5.11627, -2.72704], [0.33707, -0.32773, -0.56263], [-1.75572, 5.22841, 2.51391], [-4.05483, -3.76369, -2.86567], [-3.16468, -2.92173, -2.12282], [-3.42174, -1.53751, -1.96684], [-2.54278, -0.75164, -1.22791], [-1.36597, -1.35325, -0.77030], [-1.15988, -2.74367, -0.77813], [-2.04417, -3.51793, -1.51091], [-0.88224, 1.10889, 1.05801], [-3.44871, -5.62020, -1.98178], [-4.78520, -3.25474, -3.50106], [-4.87828, -7.65596, -2.03077], [-5.44939, -4.60867, -5.10156], [-6.56871, -9.02985, -3.22380], [-7.06270, -6.16993, -6.18179], [-4.31978, -1.11918, -2.42362], [-1.86080, -4.58577, -1.62930], [-2.70906, 0.30441, -1.03514], [-0.29258, -3.18811, -0.30928], [0.30239, 1.05831, -2.21407], [-2.38284, 3.73357, 3.37192], [-3.51377, 4.08498, 4.34706], [-1.53097, 3.28206, 3.90299], [-2.72570, 3.03287, 2.59804], [-3.67229, 3.25940, 5.05073], [-3.29200, 4.98740, 4.93295], [-4.45658, 4.25116, 3.81246], [-2.70475, 5.23276, 0.94040], [-2.83120, 6.64838, 0.36360], [-3.70204, 4.82043, 1.16483], [-2.18211, 4.55463, 0.24949], [-3.61879, 6.67309, -0.39906], [-3.09518, 7.38360, 1.13605], [-1.89745, 6.97391, -0.11098], [-0.04808, 4.80729, 2.00323], [0.96831, 5.33110, 3.02038], [0.10317, 5.28722, 1.02396], [0.01698, 3.71403, 1.88634], [1.98015, 5.28225, 2.60310], [0.77634, 6.37489, 3.30331], [0.95523, 4.72827, 3.93526], [1.96170, 1.84464, -2.26059], [2.81637, 1.59225, -3.49994], [2.47433, 1.47849, -1.35642], [1.77955, 2.91957, -2.11555], [3.14132, 0.54580, -3.56794], [2.30454, 1.86569, -4.43272], [3.72288, 2.20776, -3.43035], [-0.89663, 2.41698, -2.27798], [-1.93039, 2.31324, -3.39355], [-0.30321, 3.34215, -2.36845], [-1.37029, 2.43517, -1.28291], [-1.46617, 2.45063, -4.38045], [-2.45505, 1.34756, -3.37855], [-2.68349, 3.10338, -3.26422], [0.22233, -0.09852, -3.62325], [0.98320, -1.36630, -3.24883], [0.63332, 0.41287, -4.50031], [-0.83751, -0.30592, -3.81173], [0.42026, -2.24407, -3.58642], [1.98318, -1.39456, -3.69895], [1.11253, -1.48294, -2.13332], [1.35538, -4.47350, 3.02732], [2.02561, -3.20392, 2.10049], [3.39993, -3.09103, 1.90399], [3.85444, -2.05325, 1.09841], [2.94575, -1.20940, 0.46579], [1.60970, -1.38142, 0.61468], [1.14093, -2.29414, 1.50567], [4.07042, -3.79357, 2.38891], [4.91199, -1.87753, 0.92466], [3.24347, -0.37518, -0.17843], [0.07225, -2.33136, 1.68813]], "forces_ev_per_angstrom": [[1.0, 1.3, 0.4], [-0.8, -2.9, 1.1], [0.3, 1.1, -0.5], [1.1, 0.7, 0.9], [0.1, -0.4, 0.5], [-1.4, 0.5, -2.3], [-0.6, -0.1, -0.2], [-2.1, -0.4, 2.2], [0.0, -2.7, -1.7], [-0.6, -0.5, -0.4], [0.2, 0.3, 0.2], [0.3, -0.3, 0.2], [-0.3, 0.0, -0.3], [1.4, 0.2, -0.1], [-0.4, -0.2, -0.9], [0.5, 0.4, 0.7], [1.0, -0.7, -0.6], [-0.4, 0.3, -0.4], [0.2, -0.2, 0.2], [-0.2, -0.1, -0.2], [-0.2, -0.4, 0.0], [0.1, 0.2, -0.1], [0.1, 0.0, 0.2], [0.2, 0.0, 0.2], [0.1, 0.4, 0.1], [-0.1, -0.2, -0.2], [0.0, -0.1, -0.2], [-0.4, 1.5, -2.7], [0.2, 0.5, 1.0], [-0.4, -0.1, 0.2], [-0.2, 0.2, -0.1], [0.1, 0.3, -0.1], [0.0, 0.2, -0.2], [0.0, -0.3, -0.1], [0.2, 0.0, 0.1], [-0.6, 0.9, 0.4], [-0.1, 0.3, -0.4], [0.3, 0.1, 0.0], [0.0, 0.0, 0.3], [0.2, 0.0, 0.2], [0.0, -0.2, -0.2], [-0.2, 0.0, 0.1], [0.3, 1.1, 0.2], [0.5, 0.0, 0.2], [0.0, -0.1, 0.2], [-0.3, 0.3, 0.1], [-0.2, 0.0, 0.1], [0.1, -0.3, -0.2], [0.0, 0.1, -0.1], [0.1, -0.1, 0.7], [0.2, -0.1, -0.3], [0.2, 0.3, -0.1], [0.1, -0.3, 0.1], [-0.1, 0.3, 0.0], [0.1, 0.0, 0.3], [-0.3, -0.2, 0.0], [-0.2, 0.4, 0.3], [-0.2, 0.0, -0.3], [-0.3, -0.3, 0.0], [0.1, 0.1, -0.4], [-0.2, -0.1, 0.3], [0.1, 0.3, 0.0], [0.2, -0.2, -0.1], [-0.4, 0.9, -0.1], [0.1, -0.2, -0.4], [-0.1, -0.3, 0.0], [0.2, 0.0, 0.0], [0.3, 0.1, 0.3], [-0.2, 0.0, 0.4], [0.2, -0.3, -0.2], [0.1, 0.1, 0.1], [-0.6, 0.3, -0.1], [-0.3, 0.3, -0.1], [0.0, 0.5, -0.3], [-0.3, -0.4, 0.0], [0.8, -0.8, 2.1], [1.1, -0.2, -0.3], [0.0, 0.1, -0.1], [-0.1, -0.1, 0.1], [0.1, -0.5, 0.2], [0.2, 0.0, 0.0]], "lowdin_spin": [0.97, 0.48, 0.31, 0.23, 0.30, 0.43, 0.04, 0.45, 0.62, 0.13, 0.08, 0.02, 0.07, 0.11, 0.03, 0.05, 0.01, 0.00, 0.01, 0.01, 0.01, 0.03, 0.02, 0.00, 0.00, 0.00, 0.00, 0.06, 0.09, 0.01, 0.00, 0.02, 0.00, 0.00, 0.00, 0.09, 0.01, 0.00, 0.02, 0.00, 0.00, 0.00, 0.09, 0.01, 0.00, 0.02, 0.00, 0.00, 0.00, 0.00, 0.00, 0.00, 0.00, 0.00, 0.00, 0.00, 0.02, 0.00, 0.00, 0.00, 0.00, 0.00, 0.00, 0.01, 0.01, 0.00, 0.00, 0.00, 0.00, 0.00, 0.00, 0.00, 0.00, 0.00, 0.00, 0.08, 0.01, 0.00, 0.00, 0.00, 0.00]}